# 1
# C20H26N8PbS2

A molecular structure, C20H26N8PbS2 (the ωB97M-V functional and the def2-TZVPD basis, the Open Molecules 2025 dataset).

Geometry as XYZ:
```
57
Properties=species:S:1:pos:R:3:forces:R:3:lowdin_charge:R:1
Pb -0.470369 -1.665566 0.136492 0.006 0.141 -0.457 1.19
C 0.132497 -1.236969 3.612266 -0.472 0.166 0.560 -0.21
C 0.149742 0.111177 2.881335 0.006 0.591 0.603 -0.20
N -0.762261 0.152229 1.739072 0.158 1.344 -0.759 -0.17
C -2.181197 0.406336 2.064229 0.786 0.556 1.385 -0.20
C -2.847602 -0.833343 2.605881 -0.500 0.111 0.439 -0.19
N -2.603750 -1.966175 1.732446 -0.171 -0.941 0.064 -0.17
C -2.440188 -3.273139 2.392606 -0.699 0.476 0.480 -0.21
C -1.191139 -3.314989 3.291337 0.098 0.282 0.063 -0.20
N -0.158479 -2.410499 2.786053 0.835 -0.076 -0.033 -0.17
H 1.110239 -1.320846 4.095644 -0.137 -0.149 0.139 0.12
H -0.647326 -1.236564 4.385156 0.444 0.244 0.087 0.10
H -0.066336 0.959713 3.607571 0.068 -0.967 -0.619 0.14
H 1.160758 0.295833 2.519041 -0.251 0.007 -0.075 0.07
H -0.457668 0.940373 1.139105 -0.193 -0.657 0.366 0.11
H -2.220445 1.213226 2.832596 -0.089 -0.419 -0.273 0.13
H -2.676228 0.775824 1.200800 -0.308 0.117 -0.816 0.07
H -2.407759 -1.050195 3.593666 -0.496 -0.025 -0.357 0.10
H -3.929225 -0.603876 2.732141 0.532 -0.281 0.098 0.14
H -3.306514 -2.063433 1.009498 -0.206 0.298 0.012 0.09
H -3.328864 -3.543528 3.006323 0.362 0.066 -0.286 0.12
H -2.365298 -4.014949 1.606227 0.083 -0.168 -0.201 0.10
H -1.446079 -3.051000 4.339562 0.091 -0.231 -0.520 0.12
H -0.804080 -4.334637 3.284927 -0.076 -0.024 0.169 0.12
H 0.737369 -2.862359 2.607425 -0.449 -0.131 0.018 0.03
N 3.719881 0.020867 1.793079 0.079 0.484 0.108 0.05
C 2.710946 -0.259585 0.919684 -0.234 -0.121 -0.204 -0.90
S 2.254897 -1.948057 0.833141 0.392 0.332 -0.056 0.49
N 2.183380 0.762864 0.283315 -0.129 -0.944 -0.235 0.01
N 1.171885 0.335632 -0.599877 0.231 -0.213 0.525 -0.04
C 1.115852 0.893447 -1.742544 -0.362 -0.307 -0.145 -0.21
C 2.028386 1.963932 -2.175342 0.185 0.043 -0.143 -0.20
C 2.858090 1.752711 -3.270212 0.014 0.052 0.048 -0.03
C 3.782991 2.710926 -3.649215 -0.066 0.948 -0.186 -0.07
C 3.851766 3.933600 -2.952383 -0.412 -1.155 0.185 -0.07
C 3.001335 4.117987 -1.856928 0.734 0.730 -0.587 -0.08
C 2.088497 3.160745 -1.483861 0.124 -0.070 0.068 -0.04
C 0.090484 0.403584 -2.710990 -0.095 -0.568 0.061 -0.25
C -0.483311 1.291509 -3.604107 0.320 0.503 0.070 -0.01
C -1.489850 0.845050 -4.434868 -0.311 0.203 -0.008 -0.05
C -1.866193 -0.477720 -4.370894 0.359 -0.048 0.377 -0.06
C -1.220148 -1.317797 -3.472776 -0.187 -0.154 0.018 -0.16
N -0.269639 -0.896145 -2.651533 0.413 0.453 -0.031 0.03
H 4.225939 -0.717119 2.248544 -0.150 -0.133 -0.252 0.07
H 4.199227 0.894122 1.656302 0.003 0.113 0.066 0.09
H 2.775604 0.830814 -3.829197 0.028 -0.091 -0.009 0.12
H 4.370105 2.542823 -4.551198 0.072 0.057 0.320 0.10
H 4.556402 4.706929 -3.219195 0.041 -0.016 -0.125 0.10
H 3.086276 5.053193 -1.316001 -0.177 -0.049 0.087 0.10
H 1.447439 3.332417 -0.639178 -0.160 -0.039 0.228 0.11
H -0.161384 2.335443 -3.617611 -0.113 -0.354 0.022 0.13
H -2.023634 1.544986 -5.068011 0.118 -0.101 -0.084 0.11
H -2.667660 -0.849890 -4.956674 -0.554 -0.297 -0.486 0.10
H -1.539456 -2.368766 -3.388493 0.295 0.497 0.009 0.12
S -5.032776 -0.429576 -1.355356 -0.433 -0.253 -0.048 0.46
C -3.448139 -0.224011 -1.115896 1.778 0.579 0.385 -1.04
N -2.296991 -0.017558 -0.903124 -1.225 -0.411 -0.065 -0.05
```
Forces are in eV/Å.

Calculated values
HOMO level, eV: -7.5
Gap between HOMO and LUMO, Ha: 0.285
E_tot, Ha: -2205.01885
Strongest force on any atom, eV Å⁻¹: 1.9
2S+1: 1


# 2
# C20H26NiOS4Sb

A molecular structure, C20H26NiOS4Sb (the ωB97M-V functional and the def2-TZVPD basis, the Open Molecules 2025 dataset).

Geometry as XYZ:
```
53
Properties=species:S:1:pos:R:3:forces:R:3:lowdin_charge:R:1
Ni -0.003182 -0.299505 -0.271590 -0.016 -0.438 0.724 -0.18
O -4.434297 -4.780385 -2.617624 0.028 0.173 -0.022 -0.10
C -3.655678 -3.954840 -2.201301 -0.027 -0.304 0.098 -1.05
S -2.103738 -3.590984 -2.965457 -0.030 0.045 -0.058 0.93
C -1.579808 -2.391278 -1.800223 0.755 0.054 -0.597 -1.13
C -2.391218 -2.142151 -0.782759 -0.306 0.495 0.893 -1.15
S -1.992768 -0.986807 0.490874 0.011 -0.296 -0.378 0.50
S -3.898995 -3.027184 -0.714997 -0.061 0.000 -0.069 0.93
S -0.024397 -1.588943 -2.021563 -0.287 -0.089 0.062 0.60
C 1.745411 0.276899 -0.675672 -0.252 -0.022 -0.061 -0.16
C 2.875347 0.643152 -0.928848 0.477 0.097 -0.024 -0.14
C 4.222528 1.093623 -1.154933 -0.241 -0.046 0.052 -0.26
C 4.495440 2.069383 -2.117323 0.045 0.080 -0.064 -0.05
C 5.787544 2.533113 -2.316347 -0.054 -0.029 0.018 -0.10
C 6.837778 2.030857 -1.559608 -0.036 -0.033 0.028 -0.12
C 6.581386 1.054446 -0.603954 -0.050 0.008 -0.022 -0.10
C 5.290282 0.589199 -0.403692 0.016 0.002 0.001 -0.05
H 3.675256 2.457011 -2.707939 0.008 0.007 0.007 0.11
H 5.973109 3.292312 -3.066531 0.005 -0.006 0.000 0.09
H 7.845499 2.395135 -1.714198 0.008 -0.006 0.005 0.09
H 7.392834 0.652205 -0.009697 0.000 -0.003 -0.001 0.09
H 5.086921 -0.172769 0.337897 0.017 0.011 0.001 0.11
C -1.063905 3.739346 4.144417 -0.032 -0.024 0.093 -0.14
C -0.740844 2.253950 4.016317 -0.077 -0.072 0.244 -0.58
C 0.223524 1.777749 5.103556 -0.013 0.087 0.023 -0.17
Sb -0.051242 1.613678 2.079211 0.247 -0.409 -0.843 1.53
C -1.228022 2.912286 0.848950 -0.227 0.235 0.036 -0.58
C -2.718293 2.708237 1.121558 -0.026 -0.007 -0.051 -0.16
C -0.889066 2.612189 -0.605378 -0.114 0.037 -0.148 -0.16
C 1.837648 2.618619 1.816518 0.229 0.071 0.281 -0.57
C 2.958266 1.721779 2.346062 0.094 0.075 0.005 -0.17
C 1.968855 4.035121 2.364321 -0.005 0.043 -0.053 -0.15
H -1.482888 3.939740 5.138178 0.010 0.009 -0.027 0.08
H -1.797472 4.069569 3.408506 0.044 -0.009 0.011 0.05
H -0.179898 4.364098 4.033430 0.066 0.003 0.000 0.05
H -1.674633 1.692301 4.117666 -0.001 -0.001 0.046 0.08
H 1.186339 2.291399 5.033549 -0.029 0.003 -0.008 0.06
H 0.418251 0.705145 5.040159 -0.021 0.011 -0.025 0.07
H -0.183624 1.984137 6.099568 0.006 0.003 -0.021 0.07
H -0.943388 3.938249 1.099735 -0.035 0.045 -0.032 0.07
H -3.025170 1.695624 0.848029 0.024 0.014 -0.001 0.03
H -3.312147 3.408105 0.523073 0.011 -0.027 -0.001 0.08
H -2.982876 2.866741 2.170054 -0.002 -0.022 -0.037 0.05
H -0.911586 1.529235 -0.792429 -0.099 0.254 -0.124 0.01
H 0.097752 2.975781 -0.894085 0.018 -0.044 0.015 0.07
H -1.633303 3.040244 -1.286570 0.050 0.114 0.056 0.08
H 1.912870 2.647097 0.727263 0.010 -0.034 -0.005 0.06
H 2.888466 1.582792 3.430476 -0.010 0.040 -0.031 0.06
H 3.937330 2.169113 2.135686 -0.038 -0.021 0.001 0.07
H 2.939051 0.739790 1.874061 -0.044 -0.008 -0.021 0.05
H 1.959174 4.051484 3.456690 -0.005 -0.024 0.013 0.06
H 1.177023 4.699706 2.011271 -0.014 -0.023 0.003 0.06
H 2.924635 4.469471 2.047297 -0.027 -0.021 0.010 0.07
```
Forces are in eV/Å.

Calculated values
Net charge: -1
HOMO level (alpha / beta), eV: -4.0 / -4.0
Gap between HOMO and LUMO (alpha / beta), Ha: 0.241 / 0.237
E_tot, Ha: -4194.26658
Strongest force on any atom, eV Å⁻¹: 1.1
2S+1: 1


# 3
# C20H27Br3ClF6IN2O4

2 unconnected molecules or ions with the total composition C20H27Br3ClF6IN2O4 (the ωB97M-V functional and the def2-TZVPD basis, the Open Molecules 2025 dataset).

Geometry as XYZ:
```
64
Properties=species:S:1:pos:R:3:forces:R:3:lowdin_charge:R:1
C -1.227012 1.103979 2.108461 -0.025 1.128 -1.490 -0.09
C 0.164040 0.630651 1.366782 -0.423 -2.080 1.515 -0.25
O 1.139136 1.702280 1.131885 -2.379 0.221 -1.755 -0.19
C 0.671170 2.704785 0.166371 0.184 1.603 0.282 -0.20
C 0.769080 2.258383 -1.411005 0.015 -0.681 -0.079 -0.09
C -0.489080 1.371130 -1.966068 -2.508 -6.042 -2.808 -0.06
C -0.472240 -0.167653 -2.591828 -0.955 4.760 1.811 -0.02
C 0.926316 -1.013053 -2.711915 -0.521 -0.658 -0.689 -0.15
C 1.097221 -2.145906 -1.509291 -0.401 -0.600 -0.881 -0.15
C 2.649806 -2.362798 -1.017827 -1.177 0.388 1.556 -0.63
F 2.925348 -1.348091 0.043525 -0.467 -2.835 -2.987 -0.09
Br 3.997808 -2.259079 -2.534809 -1.305 0.344 1.455 0.74
C 2.827972 -3.894082 -0.390160 -0.806 0.016 -0.724 -0.66
F 1.710317 -4.130404 0.556977 3.389 0.321 -3.115 -0.04
F 2.757850 -4.812988 -1.585271 -0.485 2.297 3.734 -0.12
Br 4.645142 -4.122157 0.418207 -2.182 0.049 -0.514 0.77
N -1.918708 -0.554681 -2.939010 2.030 3.875 1.543 -0.01
C -2.007623 -1.948205 -3.470960 0.490 -2.067 -0.839 -0.12
C -3.368857 -2.371233 -4.258075 -6.280 -1.944 5.187 -0.60
O -4.430722 -2.741409 -3.488291 7.260 2.558 -5.217 -0.10
Br -3.655506 -2.443124 -6.239824 0.822 0.286 2.202 0.69
C -2.893524 0.545256 -2.607899 4.438 -0.562 -0.049 -0.05
C -4.503808 0.448526 -2.815881 -0.621 -0.834 0.491 -0.18
C -5.382130 1.784958 -2.548875 -0.288 0.226 0.825 -0.30
C -5.299205 2.966202 -3.668178 -2.051 1.247 1.254 -0.66
I -4.096648 2.547372 -5.437844 -0.402 0.253 0.811 0.74
N -1.973161 1.630072 -2.075458 0.876 -2.425 -0.650 -0.42
Cl -2.444678 3.200498 -1.551001 -0.309 -0.958 -0.459 0.77
H -1.837967 1.740594 1.304420 1.043 -1.263 1.730 0.05
H -1.938073 0.220386 2.420602 1.797 1.677 -0.467 0.09
H -0.966687 1.844633 2.976832 -0.525 -1.724 -1.469 0.11
H -0.065787 -0.034237 0.402171 0.435 1.748 1.729 0.10
H 0.686540 -0.129380 2.125532 -0.860 1.862 -1.766 0.14
H -0.403892 3.156665 0.419751 2.262 -1.294 -0.505 0.10
H 1.409783 3.636350 0.282739 -1.476 -2.239 -0.261 0.16
H 0.953245 3.192299 -2.109751 -0.646 -1.894 1.452 0.14
H 1.731548 1.556823 -1.493410 -2.284 1.416 0.073 0.14
H 1.840206 -0.263408 -2.771570 -2.191 -1.451 0.317 0.11
H 0.949192 -1.635071 -3.727941 -0.080 1.604 2.072 0.12
H 0.747171 -3.186822 -1.976959 0.892 2.203 1.090 0.14
H 0.347584 -1.909487 -0.638816 1.974 -0.426 -1.354 0.12
H -1.103737 -2.182922 -4.214869 -1.967 1.021 1.601 0.15
H -1.839861 -2.688833 -2.555835 -0.879 1.476 -2.006 0.17
H -4.787748 -0.001308 -3.885042 1.122 1.142 2.270 0.10
H -4.893483 -0.377388 -2.045429 1.087 1.782 -1.558 0.15
H -6.524010 1.450438 -2.464482 2.645 0.501 -0.284 0.14
H -5.118284 2.249027 -1.482950 -0.487 -1.100 -2.379 0.11
H -6.413388 3.161127 -4.050055 2.645 -0.485 0.630 0.07
H -4.974882 4.002917 -3.172212 -0.373 -2.485 -1.288 0.06
C 3.295328 -0.289539 3.432927 0.474 -0.063 -0.194 -0.09
C 2.522583 0.757580 4.210642 -0.384 -0.079 0.465 -0.28
O 2.142273 0.328955 5.513468 -0.242 -0.949 -0.979 -0.12
C 3.115183 0.398120 6.593226 1.090 2.666 0.191 -0.52
O 3.648164 1.614190 6.670910 0.019 -1.650 0.151 -0.20
C 4.186711 -0.762512 6.556444 -0.394 0.234 -0.308 -0.52
F 3.617431 -1.938891 6.162527 0.235 -0.133 0.013 0.08
F 4.702422 -1.009222 7.794622 -0.208 0.260 -0.549 0.09
F 5.240193 -0.550858 5.730868 -0.155 -0.122 0.403 0.09
H 2.892468 -1.292170 3.604995 -0.053 0.094 -0.001 0.08
H 3.259295 -0.070790 2.361011 -0.059 0.034 -0.057 0.05
H 4.347996 -0.296112 3.718508 -0.127 -0.081 -0.017 0.06
H 1.580135 0.928598 3.677458 -0.089 0.077 0.239 0.07
H 3.042271 1.721444 4.214722 0.145 -0.128 0.312 0.11
H 2.491771 0.079577 7.442208 -0.305 -0.119 0.294 0.13
```
Forces are in eV/Å.

Calculated values
HOMO level, eV: -4.8
Gap between HOMO and LUMO, Ha: 0.080
E_tot, Ha: -10267.25622
Strongest force on any atom, eV Å⁻¹: 9.3
2S+1: 1


# 4
# C20H27FN2O3S

C20H27FN2O3S in the gas phase (the ωB97M-V functional and the def2-TZVPD basis, the Open Molecules 2025 dataset).

Geometry as XYZ:
```
54
Properties=species:S:1:pos:R:3:forces:R:3:lowdin_charge:R:1
O 0.700529 1.365795 2.968543 -0.831 -0.495 -0.364 0.07
C 0.608391 1.003335 1.810838 2.799 1.136 -1.939 -0.47
N 1.572445 1.364052 0.868686 1.884 4.339 12.079 0.15
C 2.545829 2.560691 1.440280 3.533 -3.121 -4.835 -0.08
C 2.409883 3.863896 0.505439 1.357 0.181 2.078 -0.16
C 2.512666 3.675401 -0.989636 3.282 -0.644 2.834 -0.27
C 1.436305 3.390646 -1.614793 5.109 -0.528 -8.332 0.00
C 1.523080 3.155302 -3.343326 -3.549 3.808 4.507 -0.15
C 2.788484 3.624730 -3.902884 0.396 -8.463 1.407 -0.14
C 3.818758 3.011113 -2.768419 4.052 -7.564 -14.918 -0.29
C 3.961222 3.517096 -1.620449 -3.570 10.282 9.736 -0.27
C -0.420668 0.162033 1.138200 -0.912 6.576 2.501 -0.30
C -1.735115 1.002710 1.338825 3.467 -2.575 -17.390 0.02
C -2.854158 -0.011780 0.476905 2.683 0.930 8.509 -0.05
C -2.715254 -1.236588 1.478030 -6.609 -2.306 -3.998 -0.27
N -1.517737 -1.958965 1.542447 0.434 1.083 -1.655 -0.21
S -1.232786 -2.808267 -0.000623 3.115 -0.435 5.565 0.75
O -1.759133 -2.089435 -1.104914 -0.131 -0.308 -1.248 -0.28
O 0.198336 -3.195358 0.152147 -2.681 0.794 -1.272 -0.31
C -2.196501 -4.190105 0.553846 -2.265 0.432 -5.363 -0.33
C -1.853687 -4.973178 1.607818 -0.267 -2.848 0.878 -0.04
C -2.602258 -6.246882 1.657245 3.042 5.263 6.247 0.05
C -3.832502 -6.402139 0.960137 8.896 -3.670 12.107 -0.45
F -4.131843 -7.583363 1.219517 -5.149 -5.895 0.375 0.17
C -3.767326 -5.850282 -0.090683 -6.190 8.361 -15.182 -0.09
C -3.203515 -4.593103 -0.440128 2.943 0.324 2.291 0.03
C -0.492324 -0.948795 1.877653 0.193 -10.281 8.926 -0.26
H 1.557045 1.251708 -0.012486 -0.404 -0.990 -7.845 0.01
H 3.747833 2.076750 1.142304 -3.315 1.332 0.423 0.16
H 2.800981 2.629641 2.509272 -1.662 0.121 -0.429 0.09
H 3.461760 4.433980 0.844036 -3.324 -0.435 -0.519 0.16
H 1.338242 4.281034 0.626474 2.105 0.151 0.707 0.13
H 0.551848 3.364661 -1.289816 -6.851 -0.084 2.853 0.02
H 0.619193 3.847647 -3.627382 1.303 -1.923 -0.059 0.13
H 1.424151 2.108621 -3.417105 -0.674 -1.060 -0.763 0.08
H 2.754227 3.046898 -4.886782 1.401 1.389 0.937 0.14
H 3.044725 4.549315 -3.841880 0.790 6.214 -0.562 0.04
H 4.915809 3.067829 -3.239476 -1.852 0.126 0.136 0.16
H 3.868038 1.850605 -2.762316 -1.175 1.511 0.033 0.16
H 4.526277 3.130996 -0.893720 2.235 -2.472 2.466 0.07
H 4.432840 4.611529 -1.587821 -1.042 -1.560 -0.400 0.18
H -0.062180 -0.121857 0.230796 0.241 0.061 -3.365 0.13
H -1.711055 1.858845 0.499724 0.170 -1.059 2.730 0.16
H -2.116200 1.144256 2.144287 -3.814 1.941 9.932 0.00
H -3.670863 0.603580 0.619628 -2.446 0.382 0.208 0.07
H -2.671832 -0.210892 -0.463641 1.344 -0.751 -4.554 0.02
H -3.599247 -2.054583 1.169175 1.988 1.499 0.055 0.16
H -3.250410 -1.047940 2.366374 0.590 0.815 1.845 0.10
H -0.998808 -4.656261 2.299823 -1.435 -0.874 -1.092 0.15
H -2.335047 -6.685899 2.720727 -0.921 -0.193 -2.566 0.15
H -4.730724 -6.131034 -0.632036 1.356 0.099 -0.841 0.17
H -3.278505 -3.953779 -1.383512 -0.378 -1.440 1.473 0.14
H 0.329253 -1.742159 2.000442 0.284 2.200 -0.747 0.15
H -0.708472 -0.862051 3.144208 0.455 0.624 -3.599 0.23
```
Forces are in eV/Å.

Calculated values
HOMO level, eV: -9.0
Gap between HOMO and LUMO, Ha: 0.327
E_tot, Ha: -1610.93207
Strongest force on any atom, eV Å⁻¹: 18.4
SMILES string: O=C(NCCC1=CCCCC1)[C@@H]1CCCN(S(=O)(=O)c2ccc(F)cc2)C1
2S+1: 1